The following is a quantum chemistry calculation of 2 unconnected molecules or ions with the total composition C22H17N5O4, from the Open Molecules 2025 dataset.

Cartesian coordinates (Å):
1 C 5.44249 -1.17275 -2.06903
2 C 5.29558 0.22195 -2.11673
3 C 4.03046 0.80509 -1.98896
4 C 2.87627 0.01581 -1.82835
5 C 1.51215 0.70756 -1.71606
6 C 0.34506 -0.06735 -1.94111
7 N -0.95902 0.39680 -1.83634
8 C -1.23950 1.73513 -1.92232
9 C -2.53053 2.19624 -2.11462
10 C -3.61901 1.33663 -2.03234
11 C -3.39108 -0.02925 -1.82817
12 C -2.04786 -0.52497 -1.73706
13 C -1.81937 -1.89997 -1.65169
14 C -2.90104 -2.80501 -1.70974
15 C -4.22366 -2.33728 -1.74335
16 C -4.47002 -0.96945 -1.80727
17 O 1.50297 1.93617 -1.43896
18 C 3.03523 -1.37574 -1.77288
19 C 4.29799 -1.96926 -1.90339
20 H 6.42536 -1.63334 -2.18042
21 H 6.17143 0.85204 -2.28227
22 H 3.93892 1.89445 -2.02664
23 H 0.47792 -1.04923 -2.40598
24 H -0.37173 2.38863 -1.91233
25 H -2.66902 3.25072 -2.35110
26 H -4.63674 1.69610 -2.16832
27 H -0.80738 -2.28488 -1.56469
28 H -2.70741 -3.87753 -1.72884
29 H -5.05410 -3.03654 -1.71140
30 H -5.49363 -0.59157 -1.86987
31 H 2.14830 -1.99913 -1.63217
32 H 4.38764 -3.05226 -1.90323
33 C -2.56512 2.69896 3.66284
34 O -2.13157 1.72809 4.65033
35 C -1.07132 1.00029 4.27035
36 N -0.57311 0.20809 5.24246
37 C 0.51913 -0.44225 4.90659
38 N 1.34151 -1.18512 5.74469
39 O 2.43313 -1.48177 4.98207
40 N 2.29886 -0.89254 3.57762
41 O 3.26121 -1.00317 2.84460
42 C 1.05741 -0.34735 3.54851
43 C 0.40798 0.44165 2.58534
44 N -0.65560 1.13943 3.00552
45 H -3.48577 3.13297 4.03712
46 H -1.83145 3.49520 3.55595
47 H -2.75655 2.23067 2.70043
48 H 0.80461 0.51905 1.58121

Computed properties:
multiplicity: 1
molar mass: 415.409 Da
gap between HOMO and LUMO: 5.85 eV
E_HOMO: -7.4184 eV
net charge: 0
ΔE to the lowest compared entry with this formula, charge and spin: 181.5 kcal per mole

The following is a quantum chemistry calculation of a molecular structure, CB4, from the Open Molecules 2025 dataset.

Cartesian coordinates (Å):
1 B -0.94646 -0.56408 -0.34870
2 B 0.54376 -1.05975 -0.02067
3 B -0.46706 1.08053 -0.43587
4 B 1.00263 0.52134 0.01787
5 C -0.13287 0.02196 0.78737

Computed properties:
multiplicity: 1
molar mass: 55.259 Da
gap between HOMO and LUMO: 6.66 eV
E_HOMO: -8.8390 eV
net charge: 0

The following is a quantum chemistry calculation of a molecular structure, C6H18KO10P, from the Open Molecules 2025 dataset.

Cartesian coordinates (Å):
1 K 2.59458 -0.25589 -1.11506
2 P -0.34388 -1.45239 -1.05037
3 O -0.34860 -1.89411 0.47428
4 O -0.09209 0.04960 -1.06406
5 O -1.84402 -1.66007 -1.39285
6 O 0.71996 -2.25925 -1.79579
7 C -4.22206 -2.03616 0.78634
8 C -4.33842 -3.29683 -0.10702
9 O -3.06453 -3.73323 -0.56851
10 O -4.31407 -0.82333 0.06342
11 H -3.40256 -2.09379 1.41154
12 H -5.14052 -1.91794 1.48790
13 H -5.01939 -2.96795 -0.95415
14 H -4.79684 -4.12260 0.53847
15 H -2.60119 -2.90295 -0.89893
16 H -3.53262 -0.82341 -0.46915
17 C 6.33706 0.48209 -0.43252
18 C 6.40657 1.99201 -0.49699
19 O 5.04927 2.38902 0.04768
20 O 5.16131 -0.00777 -0.81656
21 H 6.53157 0.26415 0.60511
22 H 7.19496 0.06878 -1.08531
23 H 6.53397 2.26699 -1.60307
24 H 7.18974 2.48348 -0.01236
25 H 4.58011 1.59337 -0.18238
26 H -0.60823 -2.75889 0.61364
27 C -2.00460 2.48100 1.42714
28 C -0.93085 2.89204 0.45325
29 O -1.33482 2.44648 -0.87507
30 O -1.74759 1.20867 2.08925
31 H -2.97692 2.46305 0.97608
32 H -2.23609 3.16581 2.28687
33 H -0.06043 2.42168 0.94359
34 H -0.76127 3.93125 0.48580
35 H -0.73144 1.74673 -1.11506
36 H -1.84606 0.66038 1.34484

Computed properties:
multiplicity: 1
molar mass: 320.272 Da
gap between HOMO and LUMO: 6.67 eV
E_HOMO: -2.1871 eV
net charge: -2
ΔE to the lowest compared entry with this formula, charge and spin: 0.0 kcal per mole

The following is a quantum chemistry calculation of a molecular structure, C13H23F2GaN3O, from the Open Molecules 2025 dataset.

Cartesian coordinates (Å):
1 Ga 0.33315 -0.10693 -0.47602
2 O 1.89576 -1.27794 0.15510
3 C 2.43508 -2.32608 -0.71977
4 C 3.37905 -1.75583 -1.76475
5 C 2.82133 -0.49217 -2.43154
6 C 1.52948 -0.71960 -3.15268
7 C 1.48648 -1.12379 -4.47932
8 C 0.26700 -1.25397 -5.12492
9 C -0.90490 -0.91368 -4.45104
10 C -0.81211 -0.54103 -3.13326
11 N 0.37655 -0.49058 -2.48643
12 H 2.62343 -0.90699 0.68055
13 H 1.56348 -2.79982 -1.17360
14 H 2.95719 -3.05634 -0.10342
15 H 3.56352 -2.53455 -2.50666
16 H 4.33805 -1.50361 -1.30883
17 H 3.56013 -0.11990 -3.14039
18 H 2.67185 0.30261 -1.69005
19 H 2.41221 -1.30876 -5.00773
20 H 0.23051 -1.59016 -6.15279
21 H -1.86577 -0.92775 -4.94568
22 H -1.68232 -0.23451 -2.56368
23 N -2.92279 -3.55174 1.94706
24 C -2.88748 -2.12661 2.41160
25 C -1.58244 -1.45339 1.99168
26 N -1.39576 -1.50876 0.51894
27 C -1.37794 -2.93146 0.10550
28 C -2.67652 -3.65320 0.47267
29 H -3.83328 -3.96481 2.17694
30 H -2.22490 -4.10179 2.45815
31 H -2.98506 -2.09739 3.49645
32 H -3.74608 -1.60509 1.98600
33 H -0.72958 -1.94011 2.46919
34 H -1.61289 -0.41861 2.32640
35 H -2.21339 -1.06168 0.10126
36 H -0.53374 -3.41399 0.60411
37 H -1.22812 -3.00868 -0.97161
38 H -2.60554 -4.70256 0.18727
39 H -3.53128 -3.21933 -0.04810
40 F 1.83068 1.41342 1.11250
41 C 0.54018 1.59525 0.74272
42 F -0.24688 1.33654 1.80546
43 H 0.37929 2.60088 0.35489

Computed properties:
multiplicity: 1
molar mass: 345.066 Da
gap between HOMO and LUMO: 9.35 eV
E_HOMO: -19.3904 eV
net charge: +3
ΔE to the lowest compared entry with this formula, charge and spin: 8.5 kcal per mole

The following is a quantum chemistry calculation of C3H7BN2O2 in the gas phase, from the Open Molecules 2025 dataset.

Cartesian coordinates (Å):
1 B -0.06427 0.70843 0.79046
2 C -1.67192 -0.04571 -1.46546
3 C 1.15101 -1.24848 -0.51007
4 C 0.24295 -0.78084 0.60927
5 N -0.54229 -0.41181 -1.70901
6 N 0.42532 -1.07723 -1.77187
7 O -1.16766 1.10488 1.54742
8 O 0.79465 1.71847 0.33393
9 H -2.09127 0.77384 -1.14409
10 H -0.69335 -1.29710 0.37998
11 H 2.01729 -0.57695 -0.52532
12 H 1.42744 -2.32412 -0.45185
13 H 0.67932 -1.14673 1.59122
14 H -1.04192 2.05394 1.61324
15 H 0.53471 2.54941 0.71216

Computed properties:
multiplicity: 1
molar mass: 113.913 Da
gap between HOMO and LUMO: 8.55 eV
E_HOMO: -8.3911 eV
net charge: 0
ΔE to the lowest compared entry with this formula, charge and spin: 54.6 kcal per mole

The following is a quantum chemistry calculation of a molecular structure, C44H44F4N5O8S2TeZr, from the Open Molecules 2025 dataset.

Cartesian coordinates (Å):
1 Zr 0.00493 0.05935 0.19963
2 C -3.22208 0.18688 -1.72722
3 N -2.38718 -0.69880 -0.90519
4 C -3.24856 -1.21147 0.17727
5 C -1.93853 -1.85448 -1.69779
6 C -0.79992 -1.51192 -2.63170
7 N 0.27208 -0.77423 -1.96508
8 C 1.20031 -0.22982 -2.79826
9 C 2.18604 0.60546 -2.24587
10 F 2.14855 0.74997 -0.89329
11 C 3.13935 1.29455 -2.94540
12 F 3.98529 2.09305 -2.27721
13 C 3.23318 1.17379 -4.31910
14 C 2.32605 0.31728 -4.90413
15 F 2.38554 0.11789 -6.23559
16 C 1.34916 -0.36282 -4.19904
17 F 0.55786 -1.18510 -4.93122
18 H -4.19318 -0.29062 -1.91839
19 H -2.74574 0.38182 -2.68355
20 H -3.37653 1.12896 -1.20603
21 H -3.94463 -1.96210 -0.22282
22 H -3.83764 -0.39678 0.58460
23 H -2.65906 -1.65856 0.97261
24 H -2.77423 -2.25033 -2.29449
25 H -1.62636 -2.62862 -1.00567
26 H -1.19213 -0.92157 -3.46655
27 H -0.43596 -2.45519 -3.05288
28 H 3.98296 1.69238 -4.89547
29 C 2.10041 1.91886 2.44480
30 N 1.24087 1.87468 1.26097
31 C 0.71853 2.97842 0.86794
32 C -0.04252 3.04457 -0.33551
33 C -0.47530 4.15627 -1.04292
34 C -1.00482 3.66829 -2.24843
35 C -0.87190 2.28695 -2.19841
36 N -0.30235 1.88955 -1.04327
37 C 3.52890 2.22686 2.05711
38 C 4.26329 1.33285 1.28112
39 C 5.54827 1.64839 0.87027
40 C 6.12653 2.85556 1.24506
41 C 5.41414 3.73936 2.03925
42 C 4.11846 3.42725 2.43409
43 H 2.03680 0.94732 2.93035
44 H 1.74497 2.68251 3.14339
45 H 0.87287 3.91763 1.40546
46 H -0.39940 5.18415 -0.72173
47 H -1.42645 4.24040 -3.05943
48 H -1.12166 1.57131 -2.96470
49 H 3.81612 0.38869 0.98954
50 H 6.09827 0.95205 0.25005
51 H 7.12882 3.10345 0.91866
52 H 5.86255 4.67536 2.34896
53 H 3.56037 4.12707 3.04668
54 O 0.70472 -3.19738 2.34480
55 S 0.00567 -1.97515 2.06913
56 O -1.17473 -1.75957 2.87101
57 O -0.38838 -1.92682 0.55683
58 O 0.93131 -0.75784 2.06651
59 Te 2.53836 -2.29490 0.01711
60 C 3.59816 -3.10660 1.65000
61 C 3.96485 -2.32032 2.73369
62 C 4.60424 -2.89234 3.82647
63 C 4.87581 -4.25230 3.84076
64 C 4.50853 -5.03993 2.75713
65 C 3.86956 -4.46965 1.66553
66 C 4.31283 -2.30464 -1.14521
67 C 5.49142 -1.74733 -0.65428
68 C 6.64919 -1.75334 -1.41788
69 C 6.64430 -2.31482 -2.68950
70 C 5.47421 -2.86608 -3.18904
71 C 4.31459 -2.85666 -2.42200
72 H 3.73526 -1.26198 2.73705
73 H 4.88533 -2.27336 4.66982
74 H 5.35971 -4.70125 4.69932
75 H 4.70704 -6.10481 2.76840
76 H 3.57151 -5.08366 0.82502
77 H 5.50705 -1.31864 0.34116
78 H 7.55902 -1.31913 -1.02020
79 H 7.54747 -2.31988 -3.28689
80 H 5.46326 -3.31544 -4.17455
81 H 3.40507 -3.29339 -2.81831
82 C -7.54927 1.58303 -2.78390
83 C -7.32101 1.07417 -1.38648
84 C -7.07447 -0.28015 -1.16410
85 C -6.83713 -0.76138 0.11001
86 C -6.85697 0.12173 1.18225
87 C -7.12284 1.46741 0.98954
88 C -7.35067 1.93546 -0.29656
89 S -6.50130 -0.48450 2.79863
90 O -6.70983 -1.90499 2.81347
91 O -7.19058 0.35709 3.73695
92 N -4.89298 -0.24908 2.88918
93 C -4.40081 1.04928 3.36533
94 C -2.89278 1.09358 3.24676
95 C -2.42461 1.30295 1.81365
96 O -3.11780 1.85721 0.98485
97 O -1.22429 0.83734 1.59416
98 H -6.61905 1.55846 -3.35553
99 H -7.91085 2.61047 -2.77541
100 H -8.27687 0.96501 -3.31166
101 H -7.07026 -0.96430 -2.00525
102 H -6.64433 -1.81036 0.29002
103 H -7.16199 2.13521 1.83941
104 H -7.55692 2.98739 -0.45336
105 H -4.40604 -1.05727 3.26116
106 H -4.72572 1.23352 4.39099
107 H -4.82148 1.82554 2.72489
108 H -2.42606 0.17368 3.60587
109 H -2.50381 1.92396 3.84176

Computed properties:
multiplicity: 1
molar mass: 1129.813 Da
gap between HOMO and LUMO: 7.54 eV
E_HOMO: -5.2275 eV
net charge: -1
ΔE to the lowest compared entry with this formula, charge and spin: 0.0 kcal per mole

- Which of these has the highest molar mass?
  C44H44F4N5O8S2TeZr